Entry from OMol25: 2 unconnected molecules or ions with the total composition CH6N2 at a distorted geometry (ωB97M-V/def2-TZVPD).

Structure (XYZ):
```
9
Properties=species:S:1:pos:R:3:forces:R:3
C -3.65163 1.54848 -1.70379 0.47 -0.04 1.43
N -4.54618 1.06530 -0.94060 -1.18 1.31 -1.16
H -3.21325 2.46538 -1.30456 0.74 -0.25 -0.09
H -3.15596 1.10090 -2.57498 -0.88 0.21 -0.43
H -5.24110 0.50875 -1.44410 0.85 -1.23 0.26
N 5.19754 -1.80528 1.97809 -0.60 -0.80 -0.95
H 5.40670 -0.82553 1.87230 -0.06 0.22 0.68
H 4.47244 -1.98365 1.28406 0.33 -0.07 -0.15
H 4.73145 -2.07435 2.83360 0.33 0.65 0.42
```
Positions in Å, forces in eV/Å.

## Properties
* largest force on an atom: 2.11 eV Å⁻¹
* gap between HOMO and LUMO: 10.99 eV
* SMILES string: C=N.N